(1)
{
  "formula": "C28H21CrF5N4OP2Te",
  "method": "ωB97M-V/def2-TZVPD",
  "multiplicity": 5,
  "s_squared": 6.056,
  "gap_ev": [8.09, 3.73],
  "e_homo_ev": [-8.317, -8.502],
  "energy_ha": -3868.41690,
  "total_charge": 0,
  "elements": ["Cr", "N", "P", "C", "C", "C", "C", "C", "C", "C", "C", "C", "C", "C", "C", "P", "C", "C", "C", "C", "C", "C", "C", "C", "C", "C", "C", "C", "H", "H", "H", "H", "H", "H", "H", "H", "H", "H", "H", "H", "H", "H", "H", "H", "H", "H", "H", "H", "H", "F", "Te", "F", "F", "F", "F", "O", "N", "C", "C", "C", "N", "C", "N"],
  "coordinates": [[0.54, 0.72, -1.62], [-0.28, -0.68, 1.02], [-1.35, -0.18, -0.27], [-2.33, 1.16, 0.46], [-2.72, 1.10, 1.79], [-3.51, 2.11, 2.32], [-3.91, 3.17, 1.51], [-3.52, 3.22, 0.18], [-2.73, 2.21, -0.35], [-2.57, -1.51, -0.38], [-3.45, -1.44, -1.46], [-4.49, -2.35, -1.57], [-4.65, -3.34, -0.61], [-3.77, -3.41, 0.46], [-2.74, -2.50, 0.58], [1.24, 0.00, 0.56], [2.50, -1.19, 1.05], [2.26, -2.25, 1.92], [3.30, -3.09, 2.28], [4.58, -2.86, 1.80], [4.82, -1.80, 0.93], [3.78, -0.97, 0.55], [1.49, 1.43, 1.62], [0.81, 1.59, 2.81], [0.98, 2.75, 3.55], [1.84, 3.75, 3.09], [2.53, 3.58, 1.90], [2.36, 2.42, 1.15], [-0.23, -1.69, 1.08], [-2.41, 0.26, 2.41], [-3.83, 2.06, 3.36], [-4.52, 3.96, 1.93], [-3.82, 4.05, -0.44], [-2.41, 2.26, -1.39], [-3.33, -0.67, -2.22], [-5.18, -2.29, -2.41], [-5.46, -4.05, -0.69], [-3.90, -4.18, 1.22], [-2.07, -2.55, 1.44], [1.27, -2.42, 2.33], [3.12, -3.92, 2.96], [5.39, -3.52, 2.09], [5.82, -1.63, 0.54], [3.96, -0.15, -0.14], [0.13, 0.82, 3.16], [0.45, 2.89, 4.48], [1.96, 4.66, 3.66], [3.19, 4.36, 1.53], [2.85, 2.32, 0.19], [1.95, 2.30, -4.68], [1.39, 3.10, -3.07], [3.12, 3.93, -3.19], [0.07, 2.31, -0.82], [0.17, 3.94, -4.42], [-0.20, 1.48, -3.25], [2.13, 1.54, -2.22], [0.93, -1.02, -2.49], [1.12, -1.87, -3.22], [1.35, -2.96, -4.11], [0.36, -3.96, -4.23], [-0.43, -4.80, -4.31], [2.53, -3.05, -4.86], [3.50, -3.15, -5.49]]
}



(2)
{
  "formula": "C30H55F4N12O8S4",
  "method": "ωB97M-V/def2-TZVPD",
  "gap_ev": 9.69,
  "e_homo_ev": -15.015,
  "energy_ha": -4426.47706,
  "total_charge": 3,
  "elements": ["C", "C", "N", "C", "C", "N", "C", "C", "H", "H", "H", "H", "H", "H", "H", "H", "H", "H", "H", "C", "C", "N", "C", "C", "N", "C", "C", "H", "H", "H", "H", "H", "H", "H", "H", "H", "H", "H", "C", "C", "N", "C", "C", "N", "C", "C", "H", "H", "H", "H", "H", "H", "H", "H", "H", "H", "H", "C", "C", "N", "C", "C", "N", "C", "C", "H", "H", "H", "H", "H", "H", "H", "H", "H", "H", "H", "C", "C", "N", "C", "C", "N", "C", "C", "H", "H", "H", "H", "H", "H", "H", "H", "H", "H", "H", "N", "S", "O", "O", "F", "S", "O", "O", "F", "N", "S", "O", "O", "F", "S", "O", "O", "F"],
  "coordinates": [[7.80, 3.85, -1.03], [6.27, 4.22, -1.08], [5.84, 4.85, 0.23], [6.60, 5.02, 1.32], [5.74, 5.27, 2.37], [4.48, 5.24, 1.86], [4.58, 5.01, 0.55], [3.18, 5.44, 2.44], [8.36, 4.76, -1.15], [7.94, 3.23, -1.88], [8.11, 3.31, -0.12], [5.59, 3.30, -1.20], [6.03, 4.92, -1.85], [7.68, 5.01, 1.31], [5.91, 5.30, 3.41], [3.77, 4.77, -0.10], [2.69, 4.50, 2.42], [2.64, 6.18, 1.84], [3.23, 5.73, 3.49], [-3.29, 3.39, -5.14], [-3.02, 3.75, -3.71], [-4.23, 4.28, -2.92], [-5.07, 3.57, -2.10], [-6.00, 4.52, -1.72], [-5.60, 5.73, -2.18], [-4.48, 5.60, -2.90], [-6.27, 6.93, -1.75], [-2.30, 3.27, -5.59], [-3.86, 4.20, -5.62], [-3.84, 2.47, -5.21], [-2.23, 4.49, -3.70], [-2.62, 2.92, -3.13], [-5.15, 2.51, -2.00], [-6.92, 4.39, -1.18], [-3.85, 6.43, -3.29], [-7.30, 6.73, -1.85], [-6.12, 7.82, -2.37], [-5.95, 7.20, -0.73], [-1.54, -4.08, 3.12], [-2.11, -4.00, 1.75], [-3.06, -5.19, 1.49], [-2.95, -6.11, 0.54], [-3.90, -7.06, 0.77], [-4.58, -6.68, 1.91], [-4.02, -5.59, 2.37], [-5.44, -7.49, 2.74], [-1.29, -5.09, 3.41], [-2.16, -3.71, 3.96], [-0.63, -3.46, 3.26], [-1.34, -4.24, 1.00], [-2.69, -3.12, 1.46], [-2.26, -6.03, -0.27], [-3.98, -7.93, 0.16], [-4.26, -5.03, 3.28], [-6.30, -7.76, 2.19], [-5.95, -6.88, 3.48], [-4.96, -8.34, 3.22], [5.53, -2.73, 4.91], [4.86, -1.44, 4.60], [3.48, -1.39, 5.07], [2.75, -2.11, 6.05], [1.46, -1.67, 6.00], [1.37, -0.72, 4.99], [2.57, -0.67, 4.34], [0.21, -0.05, 4.37], [5.50, -2.82, 6.01], [6.54, -2.67, 4.51], [5.06, -3.63, 4.52], [4.89, -1.23, 3.51], [5.43, -0.56, 4.93], [3.11, -2.80, 6.77], [0.61, -2.01, 6.59], [2.81, -0.13, 3.42], [-0.69, -0.65, 4.67], [0.35, -0.07, 3.28], [0.17, 1.02, 4.75], [2.96, -3.04, -6.12], [2.36, -3.31, -4.66], [1.06, -2.58, -4.46], [0.81, -1.77, -3.40], [-0.51, -1.53, -3.32], [-1.05, -2.09, -4.45], [-0.06, -2.73, -5.10], [-2.53, -2.19, -4.81], [2.24, -3.39, -6.87], [3.84, -3.63, -6.23], [3.17, -2.00, -6.22], [2.98, -2.87, -3.88], [2.37, -4.35, -4.41], [1.66, -1.60, -2.74], [-1.07, -0.91, -2.64], [-0.25, -3.24, -6.01], [-2.57, -2.52, -5.86], [-2.94, -1.24, -4.73], [-3.00, -2.89, -4.14], [-3.44, -1.50, -1.52], [-3.92, -2.94, -1.37], [-4.37, -3.34, -2.67], [-4.65, -3.40, -0.20], [-2.53, -3.65, -1.26], [-3.92, -0.23, -0.64], [-5.29, -0.21, -0.19], [-3.49, 0.90, -1.39], [-3.14, -0.29, 0.64], [1.73, 2.48, 0.49], [2.89, 1.54, 0.92], [4.16, 2.17, 0.53], [2.76, 0.17, 0.83], [2.93, 1.81, 2.58], [0.30, 2.11, 0.87], [-0.19, 0.75, 0.98], [-0.64, 2.99, 0.17], [0.41, 2.54, 2.39]]
}